1) ORCA calculation (the ωB97M-V functional and the def2-TZVPD basis) on an isolated ion of composition C5H12NS2 and charge +1.

Geometry as ORCA input:
```
! RIJCOSX wB97M-V def2-TZVPD def2/J DEFGRID3
* xyz 1 1
S 4.13377 0.44755 0.06240
S -1.21194 2.18622 -0.32281
N 0.38435 0.35780 0.63832
C -1.01733 0.53309 0.29494
C -3.23795 -0.80167 0.15049
C -1.84117 -0.51824 0.41450
C 2.59602 -0.50264 -0.07481
C 1.31883 0.24185 -0.54519
H 2.57930 -0.72006 0.97772
H 2.82081 -1.58427 -0.47145
H -3.48848 -1.19376 -0.75269
H 4.30407 0.73578 -1.25574
H -2.48425 2.07453 -0.91633
H -3.79108 0.17111 0.14029
H -3.54370 -1.45333 0.85305
H 0.70402 -0.35983 -1.24433
H 1.72411 1.31230 -0.93642
H -1.46267 -1.49470 0.73204
H 0.90326 1.03073 1.12330
H 0.61000 -0.46246 1.13272
*
```

Values from the calculation:
E_LUMO: -3.062 eV
SMILES: C/C=C(\S)[NH2+]CCS
molecular weight: 150.3 g mol⁻¹

***

2) ORCA calculation (the ωB97M-V functional and the def2-TZVPD basis) on an isolated ion of composition C5H12NS2 and charge +1.

Geometry as ORCA input:
```
! RIJCOSX wB97M-V def2-TZVPD def2/J DEFGRID3
* xyz 1 1
S -1.65394 0.36619 1.28685
S -0.04978 2.33152 -0.67771
N 0.00243 -0.26234 -0.84515
C 1.60722 -0.93976 1.21997
C -2.26673 -0.37850 -0.26774
C 1.34150 0.57325 1.01681
C 0.22100 0.85056 0.12084
C -1.36644 -0.22516 -1.46330
H -1.49307 0.80686 -1.97962
H 0.63640 -1.45099 1.55133
H 1.00173 2.97904 -0.22599
H 2.52396 -1.02697 1.94524
H -3.19448 0.00031 -0.53271
H -1.55562 -1.02272 -2.13371
H 0.17464 -1.22553 -0.35483
H 0.85501 -0.39246 -1.45058
H -2.32174 -1.48551 -0.20290
H 1.17515 0.98106 2.01613
H 2.08927 -1.55578 0.35797
H 2.27350 1.07692 0.61909
*
```

Values from the calculation:
E_LUMO: -4.127 eV
SMILES: CC[C@@]1(S)[NH2+]CCS1
molecular weight: 150.3 g mol⁻¹

***

3) ORCA calculation (the ωB97M-V functional and the def2-TZVPD basis) on a 2-piece molecular cluster, C5H12NS2 overall.

Geometry as ORCA input:
```
! RIJCOSX wB97M-V def2-TZVPD def2/J DEFGRID3
* xyz 1 1
S -1.28222 1.40845 -0.31267
S -2.20080 -1.15745 1.39463
N 0.62377 0.61514 1.30047
C -1.65973 -1.34686 -1.98742
C 1.07589 -0.16750 -0.91570
C -1.30510 -0.34371 0.12997
C 1.24317 1.93928 1.42163
C 0.00692 0.18886 0.06925
H 0.44584 2.65659 1.24644
H 1.68074 2.05881 2.38160
H 1.25778 -0.05622 1.59774
H 1.43182 -1.20366 -0.85005
H -0.80531 -2.03123 -1.77390
H -3.36230 -1.16994 0.78517
H -0.09744 0.41035 2.15790
H 2.05194 0.49751 -0.76721
H 0.69769 0.24394 -1.84083
H 1.96085 2.19201 0.67338
H -1.37818 -0.37137 -2.45177
H -2.59856 -1.65345 -2.46628
*
```

Values from the calculation:
E_LUMO (alpha / beta): -3.914 / -3.911 eV
molecular weight: 150.3 g mol⁻¹

***

Looking at the structures above, which would you pick as the most stable? I would pick 2).